Computed, not measured: C13H19HgN2S as an isolated structure in a non-equilibrium geometry, with ωB97M-V/def2-TZVPD.

Element x y z (Å)
C  -1.530  2.927  -5.468
Hg  -1.666  2.463  -1.030
N  -2.649  4.529  0.558
H  -2.708  3.569  -6.897
H  -3.561  4.347  0.972
H  -2.518  3.095  -5.983
H  -1.962  2.698  -4.433
H  -1.034  1.985  -5.716
H  -0.841  3.804  -5.433
H  -2.033  4.926  1.259
H  -2.765  5.195  -0.208
N  -0.135  0.705  0.572
S  1.197  -0.114  0.442
C  1.706  -0.554  2.097
C  0.803  -1.180  2.988
C  1.173  -1.286  4.355
C  2.408  -0.862  4.834
C  3.336  -0.444  3.878
C  3.018  -0.299  2.535
C  0.605  -1.685  -0.289
C  1.384  -2.635  -0.979
C  0.747  -3.745  -1.541
C  -0.642  -3.892  -1.400
C  -1.417  -2.953  -0.706
C  -0.762  -1.856  -0.124
H  0.078  1.407  1.275
H  -0.157  -1.590  2.647
H  0.440  -1.710  5.060
H  2.623  -0.862  5.909
H  4.323  -0.226  4.233
H  3.769  0.010  1.806
H  2.448  -2.481  -1.056
H  1.299  -4.471  -2.129
H  -1.155  -4.736  -1.856
H  -2.525  -3.008  -0.598
H  -1.299  -1.071  0.426

Values from the calculation:
E_LUMO (spin up / spin down)   2.0 / 2.0 eV
Charge   -1
Calculated total energy   -1167.634680 Ha
Kohn-Sham gap (spin up / spin down)   1.94 / 1.94 eV